18
Properties=species:S:1:pos:R:3:forces:R:3 method="wB97M-V/def2-TZVPD" e_lumo_ev=0.414 fmax_ha_per_bohr=0.0675 multiplicity=1 relative_energy_kcal_mol=20.1
C -0.585230 -0.323492 -0.821572 0.204 0.019 -2.838
C 0.179542 0.199430 0.415845 -0.605 -0.276 -1.360
C -0.448592 -0.323336 1.737876 2.996 -0.374 -1.714
C 0.160636 1.723259 0.433958 -1.255 -0.977 0.983
C 1.627448 -0.050330 0.080601 0.783 -0.685 1.026
O 2.164464 -0.181037 -0.961224 -0.345 0.222 0.288
I 2.914197 0.006414 1.894776 0.113 0.050 -0.138
H -0.532733 -1.431814 -1.003996 0.139 0.962 0.540
H -0.294773 0.143876 -1.874106 0.038 -0.758 2.360
H -1.629107 -0.052905 -0.794976 -0.497 0.007 0.547
H 0.308046 -0.957302 2.208324 -0.682 -0.373 0.158
H -1.336674 -0.789838 1.434356 -1.328 -0.762 0.393
H -0.515387 0.551707 2.302400 -0.860 0.859 1.408
H -0.822401 2.071817 0.201251 -0.344 0.497 -1.182
H 0.271346 2.101674 1.405316 0.390 0.167 1.802
H 1.021075 2.058518 -0.014488 1.249 1.637 -2.117
I 2.066150 -3.110444 -2.829425 -0.087 -0.357 -0.183
H 2.543635 -1.740982 -2.172160 0.091 0.143 0.030



29
Properties=species:S:1:pos:R:3:forces:R:3 method="wB97M-V/def2-TZVPD" total_charge=-1 e_lumo_ev="2.741 / 2.769" fmax_ha_per_bohr=0.0743 multiplicity=3
C -1.628085 1.255592 -3.028097 0.029 -0.098 0.242
Ti 0.189846 0.057585 -2.542249 1.505 -0.457 -1.446
N 2.003092 0.926407 -1.873603 1.075 0.264 0.369
N 0.484323 -1.767329 -3.576103 0.082 -0.842 -0.389
H 2.436695 0.238932 -1.250072 0.200 -0.169 0.071
H -0.558584 1.705808 -2.774650 -1.711 0.394 -0.769
H -2.344195 1.664622 -2.306038 0.129 -0.019 -0.071
H -1.691795 0.112710 -2.928504 -0.742 1.147 -0.345
H -1.888173 1.555428 -4.051769 0.247 -0.128 0.387
H 0.671325 -2.546641 -2.934327 0.139 -0.042 0.153
H 1.268221 -1.740774 -4.237865 -0.010 0.102 -0.085
H -0.345601 -2.054123 -4.106087 -0.023 0.070 -0.187
H 2.712209 1.186879 -2.562751 -0.231 -0.080 -0.050
H 1.844196 1.748686 -1.287932 -0.083 0.147 0.013
C 0.850901 1.321452 2.901657 0.028 0.075 0.160
Si -0.204653 -0.160873 2.426448 0.063 -0.056 -1.028
C 0.519181 -1.755687 3.093139 0.042 -0.128 0.201
C -1.965978 0.044997 3.033940 -0.158 0.028 0.144
C -0.252536 -0.298344 0.586427 -0.089 0.001 -1.067
C -0.288103 -0.350315 -0.665513 -0.454 -0.154 3.788
H 0.923268 1.434530 3.989689 -0.020 -0.016 -0.061
H 0.429047 2.248530 2.497770 0.010 -0.138 0.013
H 1.869474 1.227576 2.509179 -0.146 -0.063 0.004
H 0.479858 -1.820476 4.188075 0.007 0.030 -0.134
H -0.054931 -2.593739 2.681096 0.087 0.085 0.063
H 1.562090 -1.884261 2.779557 -0.174 0.060 0.009
H -2.395849 0.989090 2.678374 0.087 -0.145 0.021
H -2.579955 -0.770618 2.634146 0.087 0.115 0.044
H -2.045301 0.024356 4.126062 0.025 0.017 -0.051



80
Properties=species:S:1:pos:R:3:forces:R:3 method="wB97M-V/def2-TZVPD" e_lumo_ev=-0.085 fmax_ha_per_bohr=0.0313 multiplicity=1
C -4.131742 0.236063 0.957129 -0.117 -0.343 -0.235
C -3.310466 -0.127357 0.163319 0.385 0.386 0.423
C -2.187350 -0.694593 -0.583243 -1.117 1.025 -0.474
N -1.351840 -1.487255 0.404207 -0.550 -0.554 -1.069
C -1.175638 -2.899241 -0.091618 0.430 -0.427 -0.323
C -0.755598 -3.895982 0.943686 0.117 0.001 0.001
C -0.173366 -5.075818 0.502439 0.013 -0.179 -0.358
C 0.171612 -6.048300 1.408014 0.173 -0.525 0.293
C -0.037252 -5.856994 2.765571 -0.028 0.092 0.231
C -0.620196 -4.686116 3.203980 0.091 -0.084 0.206
C -0.981271 -3.717465 2.289298 -0.344 0.699 0.111
C -0.122819 -0.618768 0.652880 -0.530 0.870 1.249
C 1.115837 -1.317865 1.233948 0.225 -0.139 -0.427
S 2.014543 -2.505566 0.194123 -0.301 -0.042 -0.186
C 3.156462 -1.525931 -0.810039 0.620 0.050 0.053
C 4.514683 -1.237579 -0.137654 -0.261 -0.136 -0.246
C -0.597625 0.351954 1.786745 -0.203 -0.263 -0.283
O -0.656748 1.533807 1.614590 0.314 0.357 -0.020
N -0.904995 -0.264113 3.023705 -0.712 0.877 -0.190
C -0.665384 0.671951 4.082766 0.688 -0.673 0.423
O 0.351415 0.653420 4.685157 -0.205 0.473 -0.008
F -1.642032 1.532591 4.335866 0.035 -0.216 -0.186
C 0.109300 0.147702 -0.650185 0.535 -0.772 -0.752
C 1.126457 1.298540 -0.560135 -0.075 0.161 -0.054
C 1.557560 1.908075 -1.897980 0.208 0.076 0.358
C 2.133984 3.311884 -1.684037 -0.241 0.110 -0.382
C 3.185437 3.636899 -2.724688 0.054 0.074 0.103
O 3.961937 2.833026 -3.149793 0.060 -0.236 -0.228
O 3.180500 4.895725 -3.227720 0.252 -0.085 0.283
C 2.985716 5.979490 -2.308156 -0.138 0.708 -0.151
C 1.609284 6.614783 -2.425352 -0.188 -0.401 0.147
C -1.257958 0.263453 -1.413570 0.545 -0.535 0.642
C -1.843970 1.653421 -1.715736 -0.618 -0.192 0.392
C -1.731168 2.763756 -0.700759 0.430 0.291 -0.040
O -0.934518 3.640797 -0.732479 -0.169 -0.054 0.057
F -2.702166 2.762358 0.222215 0.033 -0.029 -0.152
C -1.101569 -0.506983 -2.753325 -0.310 0.250 -0.319
C -2.261369 -0.363660 -3.728324 0.544 0.066 0.104
F 0.038772 -0.075091 -3.416467 0.047 0.003 -0.015
H -4.924662 0.481559 1.624182 0.035 0.132 0.087
H -2.677029 -1.344178 -1.307600 0.335 -0.560 0.217
H -1.992801 -1.562525 1.205327 0.534 -0.130 0.489
H -0.437247 -2.880839 -0.889390 0.065 0.124 -0.029
H -2.117776 -3.227201 -0.530165 -0.246 0.335 0.117
H 0.005784 -5.269002 -0.547893 0.004 0.181 -0.113
H 0.608435 -6.979741 1.078126 0.063 -0.012 -0.157
H 0.247844 -6.608054 3.487055 0.043 -0.149 -0.039
H -0.816205 -4.490596 4.247253 -0.072 -0.036 0.078
H -1.478767 -2.835646 2.694660 -0.175 -0.105 0.240
H 1.807451 -0.523508 1.513677 0.008 0.057 0.137
H 0.848486 -1.845493 2.142641 -0.031 -0.031 0.072
H 3.320862 -2.147227 -1.688514 -0.114 -0.090 -0.046
H 2.720497 -0.607473 -1.184965 -0.219 -0.048 0.025
H 4.491294 -1.526378 0.909214 0.065 0.164 0.130
H 4.784600 -0.189945 -0.246138 0.038 0.086 0.148
H 5.292775 -1.822981 -0.621490 0.100 -0.034 0.049
H -1.906804 -0.517658 3.024557 0.123 -0.643 0.419
H 0.659177 -0.593529 -1.242738 -0.067 -0.060 -0.100
H 0.820030 2.087584 0.109136 -0.255 0.042 0.038
H 2.027543 0.870242 -0.117874 0.005 0.063 0.181
H 0.727221 1.994986 -2.588695 -0.018 -0.079 -0.107
H 2.321926 1.288915 -2.363296 -0.072 -0.109 -0.155
H 1.330125 4.032238 -1.795331 -0.070 0.071 0.277
H 2.546577 3.435374 -0.682200 0.161 -0.063 0.027
H 3.725857 6.727027 -2.587415 0.152 -0.108 -0.106
H 3.220880 5.693536 -1.284123 -0.055 -0.222 0.026
H 1.249453 6.506593 -3.446418 0.044 0.166 -0.104
H 1.644746 7.668083 -2.159493 0.039 0.082 -0.030
H 0.879430 6.137429 -1.772645 -0.052 -0.028 0.019
H -1.414488 2.045645 -2.631357 0.205 -0.016 -0.013
H -2.912624 1.519386 -1.895465 -0.044 0.029 -0.068
H -0.947168 -1.563900 -2.530622 0.160 -0.025 0.109
H -3.222242 -0.470884 -3.231333 -0.148 -0.057 -0.127
H -2.141379 -1.103723 -4.514066 -0.186 -0.119 -0.016
H -2.185079 0.612549 -4.200710 -0.224 0.103 0.016
C -3.335624 -1.359131 4.817842 -0.063 0.606 0.384
O -2.972655 -2.449236 4.112786 0.326 0.319 -0.729
H -2.792216 -1.190460 5.783345 0.128 -0.171 -0.109
H -3.185909 -0.362752 4.293727 -0.180 -0.090 -0.009
H -4.402569 -1.278246 5.137496 -0.035 -0.261 -0.208



17
Properties=species:S:1:pos:R:3:forces:R:3 method="wB97M-V/def2-TZVPD" e_lumo_ev=0.633 fmax_ha_per_bohr=0.0185 multiplicity=1 relative_energy_kcal_mol=89.5
C 0.552396 0.467567 0.878488 0.125 0.019 -0.268
C -0.297126 1.117136 -0.221804 -0.649 -0.366 0.047
C 1.432220 -0.393907 0.083664 0.181 -0.681 -0.159
C -2.222235 -0.336392 -0.202485 0.449 0.804 -0.237
N 2.712055 -0.100002 -0.197517 -0.594 -0.085 0.016
N -1.621210 -1.419898 0.042796 0.725 -0.357 0.222
N -3.195057 0.297301 -0.600834 -0.306 0.108 0.048
O 0.977915 -1.510618 -0.407301 -0.235 0.700 0.184
H 3.145953 -0.547492 -0.990843 -0.028 -0.049 0.107
H 3.082265 0.786511 0.098971 -0.061 -0.022 0.011
H -2.075168 -2.019015 0.723027 -0.090 0.055 -0.084
H -0.084665 -1.576469 -0.250425 0.255 0.209 0.130
H -3.157892 1.299049 -0.465785 0.064 -0.153 0.017
H -0.030770 -0.140396 1.582769 0.040 -0.055 -0.074
H 1.119604 1.214936 1.433848 0.023 -0.054 0.004
H -0.133720 2.191448 -0.297958 -0.131 0.014 0.068
H -0.204567 0.670241 -1.208613 0.232 -0.086 -0.030



7
Properties=species:S:1:pos:R:3:forces:R:3 method="wB97M-V/def2-TZVPD" e_lumo_ev="-3.252 / -3.252" fmax_ha_per_bohr=0.1095 multiplicity=1 relative_energy_kcal_mol=76.3
C 0.597355 1.385181 -0.203562 -1.226 -3.606 -0.454
C 1.284536 2.343530 0.166568 1.621 3.135 0.896
C 0.475622 0.056382 -0.053446 -0.643 0.703 -0.466
C -0.667387 -0.757870 0.108868 -5.180 -2.183 -0.292
S -2.329997 -0.501322 -0.008887 2.266 0.814 0.216
H 1.252083 -0.652628 -0.140043 1.880 0.085 -0.223
H -0.612210 -1.873272 0.130501 1.280 1.052 0.323



47
Properties=species:S:1:pos:R:3:forces:R:3 method="wB97M-V/def2-TZVPD" e_lumo_ev="0.143 / 0.143" fmax_ha_per_bohr=0.0275 multiplicity=1 relative_energy_kcal_mol=78.2
Ni -0.475391 -0.509420 -0.060937 1.379 0.230 -0.199
C 1.973081 2.047472 0.197303 0.064 -0.012 0.015
C 0.518506 2.314560 0.119289 -0.018 0.071 -0.002
N -0.434626 1.402413 0.172090 -0.687 -0.132 0.019
C -1.624435 2.105486 0.095772 -0.300 -0.201 0.120
C -1.378722 3.451821 -0.014046 0.189 0.440 -0.101
N -0.019630 3.558525 0.003040 -0.132 -0.243 -0.004
C -2.156537 4.718800 -0.166048 0.099 -0.118 0.118
O -3.472583 4.629120 -0.173301 0.141 0.197 -0.045
O -1.558091 5.764862 -0.263162 -0.103 -0.110 -0.021
C -2.946725 1.475803 0.207031 0.247 0.241 -0.090
O -3.999361 2.081942 0.159909 0.247 -0.474 0.023
O -2.834796 0.152872 0.441812 -0.595 0.001 0.141
H 2.098944 0.968607 0.241318 -0.042 0.011 -0.009
H 2.411836 2.495676 1.091019 -0.009 0.023 0.006
H 2.502420 2.437513 -0.673773 -0.005 -0.003 -0.020
H 0.454733 4.445786 -0.069427 -0.014 0.003 0.003
H -3.763304 3.689230 -0.064284 -0.059 -0.048 0.001
C -1.791719 -3.588726 -0.695923 0.128 0.042 -0.001
O -1.735644 -2.196877 -0.984680 -0.415 0.129 0.082
H -0.982568 -4.131486 -1.189864 -0.009 -0.011 0.003
H -2.753745 -4.018021 -0.987989 0.004 -0.007 -0.011
H -1.664449 -3.682323 0.380486 -0.012 -0.015 -0.009
H -1.831603 -2.040837 -1.929147 0.075 -0.050 0.018
C -4.947415 -2.520023 1.243842 0.046 -0.033 -0.003
O -3.913615 -1.524807 1.301660 -0.082 -0.021 -0.022
C -3.924704 -0.685428 0.282601 0.223 0.352 0.070
O -4.678899 -0.644874 -0.635021 -0.061 -0.074 -0.073
H -4.858100 -3.084040 2.166577 0.001 0.005 -0.014
H -4.789627 -3.166238 0.382152 -0.020 0.001 -0.001
H -5.924596 -2.047563 1.170755 0.009 0.004 0.004
C 3.442085 -0.627835 -2.571184 0.002 0.010 0.058
N 3.796176 -0.688545 -1.166562 0.007 -0.069 -0.073
C 4.941436 -0.167703 -0.595862 -0.039 -0.005 0.009
C 4.857901 -0.387544 0.731183 -0.052 -0.011 -0.021
N 3.663457 -1.042563 0.958734 -0.008 -0.066 0.047
C 3.139707 -1.441974 2.251017 0.017 0.044 -0.050
C 2.999404 -1.230667 -0.210653 0.103 0.285 0.135
Se 1.344096 -1.988899 -0.435108 -0.354 -0.368 -0.104
H 4.333397 -0.373903 -3.138976 0.006 0.015 -0.030
H 2.664756 0.119064 -2.732809 -0.018 -0.002 -0.002
H 3.056041 -1.593609 -2.887304 0.006 -0.018 -0.005
H 5.707769 0.303551 -1.182404 0.033 0.006 -0.019
H 5.536466 -0.144690 1.527302 0.032 0.000 0.023
H 3.951978 -1.421071 2.973054 0.004 0.006 0.027
H 2.727408 -2.444871 2.172164 -0.001 -0.020 0.007
H 2.339275 -0.768582 2.558360 -0.024 -0.008 -0.004



- Look up the multiplicity of the sixth one.
  1



- Which of these has the highest multiplicity?
  C6H19N2SiTi



- What is the multiplicity in the fifth record?
  1



- The highest multiplicity belongs to which entry?
  C6H19N2SiTi